ORCA calculation (the ωB97M-V functional and the def2-TZVPD basis) on a cluster of 2 separate species, C5H14NO2 in total at a distorted geometry.

Positions of all 22 atoms, in Å:
C  -1.2523  -0.4218  -0.1055
C  -0.5433  0.1506  1.1522
C  -1.2847  -0.2643  2.3986
C  -0.5090  1.6941  1.0697
N  -0.5998  -1.5595  -0.7262
C  0.3256  -1.3363  -1.8545
O  1.2751  -0.4050  -1.6749
H  -2.2611  -0.7646  0.1432
H  -1.3535  0.3480  -0.8518
H  0.5032  -0.1563  1.0824
H  -1.4971  -1.3320  2.4861
H  -2.3171  0.1321  2.4433
H  -0.8634  0.1339  3.3386
H  0.0682  2.0956  1.9032
H  -0.1647  2.0211  0.0920
H  -1.5087  2.0980  1.1627
H  -0.3254  -2.2815  -0.0856
H  0.7099  -2.3553  -2.0703
H  -0.3334  -1.0621  -2.7174
H  1.8084  0.8563  -0.9783
H  1.7700  1.7313  0.2944
O  2.2964  1.6432  -0.5235

Atoms 1-3, force components in eV/Å:
0.5587 -1.0563 0.1325
-0.4346 1.0826 -0.9344
-0.7759 0.0982 1.1262

E_HOMO	-3.14	eV
net charge	-1
orbital gap	6.8	eV

=====

ORCA calculation (the ωB97M-V functional and the def2-TZVPD basis) on the ion CH8NSi with charge +1 at a distorted geometry.

Positions of all 11 atoms, in Å:
C  -0.2387  0.6969  0.1025
N  -1.3232  -0.3711  0.0443
Si  1.5462  -0.1275  0.0877
H  -0.3612  1.3109  -0.8760
H  -0.5105  1.2764  1.0528
H  -0.8477  -0.8743  -0.7163
H  -1.4702  -0.8243  0.8646
H  -2.2170  0.0218  -0.4836
H  1.1101  -1.1835  -0.7356
H  2.3080  0.8128  -0.6958
H  2.0040  -0.7381  1.3552

Atoms 1-3, force components in eV/Å:
-0.4147 1.9812 1.3610
-0.2695 3.4993 -6.7440
-0.9341 0.7346 0.5969

E_HOMO	-16.31	eV
SMILES	[NH3+]C[SiH3]
net charge	+1
orbital gap	12.3	eV

=====

ORCA calculation (the ωB97M-V functional and the def2-TZVPD basis) on a structure of composition C3H6BrN4O2 at a distorted geometry.

Positions of all 16 atoms, in Å:
C  1.6461  -0.8524  -1.2110
C  1.5184  0.6488  0.4188
C  -1.0394  0.3012  0.6727
N  2.3250  -0.2419  -0.2755
N  0.1573  0.4147  -0.1071
N  0.3886  -0.4464  -1.1258
N  1.9305  2.3366  -0.2372
O  2.9110  2.8017  0.1711
O  1.0370  2.6573  -0.9040
Br  4.1196  -0.7444  0.2245
H  2.2065  -1.2854  -2.0385
H  1.6203  0.6811  1.4605
H  -1.6751  -0.6817  0.5533
H  -0.6858  0.4190  1.6704
H  -1.5886  1.1483  0.4914
H  -0.3572  -0.3341  -1.7510

Atoms 1-3, force components in eV/Å:
-0.4745 1.0149 -1.4645
-1.9657 2.1476 -1.2448
-0.2708 -2.6993 0.6478

E_HOMO	-12.88	eV
net charge	+1
orbital gap	7.5	eV

=====

ORCA calculation (the ωB97M-V functional and the def2-TZVPD basis) on a cluster of 2 separate species, C3H11N3 in total at a distorted geometry.

Positions of all 17 atoms, in Å:
C  -1.4988  -0.6977  0.8726
C  -1.8618  0.1082  -0.3521
H  -0.9285  0.2100  -0.9848
H  -2.6868  -0.3522  -0.8964
H  -1.3627  -1.7450  0.6271
H  -2.2711  -0.6254  1.6433
H  -0.5091  -0.3473  1.2536
H  -2.1621  1.1196  -0.0838
N  1.1524  2.0265  -0.4728
N  1.7771  -1.4712  -0.2388
C  1.6178  -0.1413  0.0691
N  1.1393  0.6821  -0.7810
H  0.4128  2.4930  -0.9847
H  1.0698  2.2310  0.5246
H  2.6871  -1.8908  -0.1041
H  1.4184  -1.7617  -1.1381
H  2.0063  0.1623  1.0461

Atoms 1-3, force components in eV/Å:
0.6138 0.2535 0.4299
0.9430 0.2186 -0.7073
-1.4184 -0.2436 0.3346

E_HOMO	-8.10	eV
SMILES	N/C=N/N.CC
orbital gap	9.3	eV

=====

ORCA calculation (the ωB97M-V functional and the def2-TZVPD basis) on the ion C4H9N2O2 with charge +1 at a distorted geometry.

Positions of all 17 atoms, in Å:
C  -1.2626  -0.1676  0.1371
C  1.3725  -1.1986  0.2629
C  -2.4420  0.3937  -0.5400
C  2.4302  0.8090  0.0349
N  -0.7390  -1.2973  -0.5563
N  -0.6166  0.3484  1.0763
O  0.3609  -1.9403  0.0101
O  1.5569  -0.1500  -0.4084
H  1.8458  -1.3826  1.2600
H  -2.7532  -0.3430  -1.3119
H  -2.0042  1.3236  -1.0073
H  -3.1767  0.6547  0.1280
H  2.2889  1.1669  1.0120
H  2.2231  1.8115  -0.4025
H  3.4371  0.7251  -0.3338
H  -1.4211  -1.9077  -0.9256
H  -1.1000  1.1542  1.5646

Atoms 1-3, force components in eV/Å:
0.7831 -0.3845 0.2360
-1.0835 1.3572 1.5681
2.0221 -0.3777 -2.7850

E_HOMO	-14.36	eV
net charge	+1
orbital gap	9.4	eV

=====

ORCA calculation (the ωB97M-V functional and the def2-TZVPD basis) on a structure of composition C52H48CrF6N6O4Sb at a distorted geometry.

Positions of all 118 atoms, in Å:
Cr  -0.2611  0.0329  -0.0798
C  -5.3785  8.6424  -0.2827
O  -5.6307  7.1850  -0.3223
C  -4.6670  6.2451  -0.4328
C  -4.9753  4.9911  -1.0759
C  -4.0496  3.9745  -1.0785
C  -2.7652  4.2080  -0.5015
C  -2.4440  5.4021  0.0862
C  -3.3463  6.4254  0.0943
C  -1.8146  3.0321  -0.4424
C  -1.7472  2.2090  -1.5845
C  -1.9913  2.6032  -2.9270
C  -1.8006  1.5042  -3.7572
C  -1.5398  0.4038  -2.9065
N  -1.4312  0.8301  -1.5674
C  -1.5530  -0.9590  -3.2589
C  -1.1570  -1.9554  -2.3074
C  -1.5748  -3.3238  -2.3228
C  -0.9886  -3.9443  -1.2298
C  -0.1736  -2.9862  -0.5556
C  0.7078  -3.2100  0.5332
C  1.1735  -4.5901  0.7359
C  1.5070  -5.4959  -0.3220
C  1.9087  -6.8011  -0.0970
C  1.8466  -7.2119  1.2535
O  1.8814  -8.5087  1.6481
C  2.7048  -9.4134  1.0241
C  1.4823  -6.3611  2.2904
C  1.1744  -5.0817  2.0487
C  1.2641  -2.1219  1.2228
N  0.7701  -0.8337  1.3408
C  1.6492  -0.0912  2.2578
C  1.2743  1.1313  2.8774
C  1.9584  1.4941  4.1124
C  2.3252  2.8376  4.4831
C  3.0566  3.1014  5.6107
C  3.3543  2.0436  6.5624
O  4.1356  2.1228  7.6668
C  4.0614  3.3484  8.4738
C  2.9939  0.7178  6.1942
C  2.2703  0.4803  5.0650
C  0.2124  1.8860  2.3049
C  -0.6250  2.8457  3.0129
C  -1.4836  3.3372  2.0872
C  -1.2238  2.7062  0.8249
N  -0.2588  1.7060  1.0050
C  2.6915  -1.0300  2.6162
C  2.4983  -2.2288  1.9354
N  -0.4080  -1.7094  -1.1527
C  -2.1887  -1.4479  -4.5615
C  -1.5662  -1.1029  -5.7850
C  -1.8382  -1.7169  -7.0024
C  -2.8247  -2.7527  -7.0451
O  -2.9118  -3.3851  -8.2232
C  -3.5440  -4.6428  -8.2172
C  -3.5554  -3.0081  -5.8833
C  -3.3235  -2.2719  -4.6890
H  -5.9447  9.0315  -1.1040
H  -4.2867  8.8705  -0.3743
H  -5.6949  9.0928  0.6264
H  -5.9256  4.8310  -1.4704
H  -4.3754  2.9501  -1.4209
H  -1.4297  5.4779  0.5631
H  -3.0000  7.3667  0.3620
H  -2.4557  3.5539  -3.2022
H  -1.9629  1.4345  -4.8181
H  -2.2867  -3.7460  -3.0295
H  -1.1036  -4.9790  -0.9539
H  1.3499  -5.1547  -1.3699
H  2.1937  -7.6102  -0.8142
H  3.6991  -9.4418  1.4949
H  2.9124  -9.2858  -0.0909
H  2.2108  -10.3576  1.1294
H  1.4577  -6.8420  3.2792
H  0.9272  -4.4048  2.8398
H  2.1373  3.6678  3.7892
H  3.4279  4.1319  5.6863
H  4.5249  3.0405  9.3850
H  3.0189  3.5352  8.7043
H  4.4678  4.2255  7.8802
H  3.3410  -0.1516  6.8291
H  1.8842  -0.5179  4.8946
H  -0.5427  3.1090  4.0796
H  -2.2535  4.1014  2.3081
H  3.4426  -0.6994  3.3337
H  2.9517  -3.1674  2.1454
H  -0.7637  -0.4064  -5.7132
H  -1.3123  -1.5473  -7.9399
H  -3.4835  -4.9293  -9.2786
H  -4.6000  -4.5646  -7.9210
H  -3.0231  -5.4589  -7.6456
H  -4.4328  -3.6989  -5.9704
H  -3.9441  -2.3791  -3.7888
C  3.6253  2.7239  -2.1249
C  3.8577  1.7345  -1.0028
C  4.6565  2.3811  0.1554
C  4.5550  0.4856  -1.5020
N  2.6008  1.2839  -0.3617
N  1.6035  0.6479  -1.1257
H  4.6285  3.1270  -2.4005
H  2.9396  3.5154  -1.7643
H  3.1441  2.3150  -3.0857
H  5.6425  2.6976  -0.1776
H  4.7569  1.6452  0.9653
H  4.1517  3.3023  0.4770
H  5.6163  0.7336  -1.6603
H  4.1580  0.1196  -2.4640
H  4.4501  -0.2128  -0.7041
H  2.1057  1.9686  0.2429
H  1.9288  -0.2925  -1.3771
H  1.2037  1.2119  -1.8435
F  -2.0415  -0.6225  0.9566
Sb  -2.9955  -1.1010  2.5933
F  -3.3449  0.7477  2.8035
F  -4.4764  -1.2691  1.4126
F  -3.9335  -1.5818  4.1828
F  -2.4915  -2.8670  2.0414
F  -1.3280  -1.0333  3.5824

Atoms 1-3, force components in eV/Å:
-0.3828 -1.0866 0.0479
1.7839 -1.5178 -0.5424
-0.0129 0.4400 -0.1616

E_HOMO (alpha / beta)	-9.65 / -9.69	eV
multiplicity	3
net charge	+1
orbital gap (alpha / beta)	4.3 / 4.3	eV

=====

ORCA calculation (the ωB97M-V functional and the def2-TZVPD basis) on the molecule C16H24N2O4S at a distorted geometry.

Positions of all 47 atoms, in Å:
C  0.7988  1.0640  -3.1899
H  1.7528  0.5645  -3.2867
H  0.8399  2.0528  -3.6286
H  -0.0016  0.4825  -3.6268
S  0.4348  1.2506  -1.4305
O  1.5947  1.7952  -0.7849
O  -0.7957  1.9913  -1.3200
N  0.1763  -0.3080  -0.9456
C  1.2797  -1.0126  -0.3244
H  2.0336  -0.2704  -0.0528
C  1.8919  -2.0544  -1.2741
C  0.8515  -3.0361  -1.7324
C  0.3861  -4.0194  -0.8667
C  -0.6096  -4.8932  -1.2638
C  -1.1535  -4.7965  -2.5340
C  -0.6932  -3.8243  -3.4048
C  0.3024  -2.9495  -3.0046
H  0.6603  -2.1939  -3.6900
H  -1.1101  -3.7467  -4.3985
H  -1.9313  -5.4781  -2.8445
H  -0.9636  -5.6503  -0.5803
H  0.8037  -4.0960  0.1264
H  2.6873  -2.5722  -0.7346
H  2.3329  -1.5486  -2.1345
H  0.9250  -1.5040  0.5847
C  -1.1684  -0.6872  -0.5597
H  -1.8614  -0.1029  -1.1640
C  -1.3757  -0.4048  0.9357
O  -1.3205  -1.2829  1.7729
N  -1.5778  0.8970  1.2009
H  -1.4969  1.5536  0.4326
C  -1.5241  1.4340  2.5392
H  -1.6882  0.6113  3.2383
H  -2.3156  2.1778  2.6659
C  -0.1564  2.0796  2.8283
H  0.6162  1.3049  2.7300
C  0.1397  3.2787  1.9095
H  0.8101  3.0148  1.0952
H  -0.7899  3.6612  1.4839
C  0.7360  4.3064  2.8705
H  0.5732  5.3335  2.5534
C  -0.0034  3.9636  4.1614
H  0.5277  4.2569  5.0683
O  -0.1129  2.5540  4.1674
H  -1.0033  4.4232  4.1690
H  1.8049  4.1345  2.9967
H  -1.3066  -1.7534  -0.7536

Atoms 1-3, force components in eV/Å:
-0.2234 0.2092 0.8494
0.1666 -0.1360 0.0040
0.0200 0.1940 -0.0116

E_HOMO	-9.10	eV
SMILES	CS(=O)(=O)N(CCc1ccccc1)CC(=O)NC[C@H]1CCCO1
orbital gap	9.5	eV

=====

ORCA calculation (the ωB97M-V functional and the def2-TZVPD basis) on a cluster of 2 separate species, C4H9NO3 in total at a distorted geometry.

Positions of all 17 atoms, in Å:
O  -1.1268  1.3848  1.2417
C  -0.3962  0.8229  2.0237
C  -0.7473  -0.5293  2.6278
N  -0.9934  -0.5487  4.0520
C  0.0940  0.0675  4.7938
C  0.2876  1.5310  4.4443
O  0.3065  1.8037  3.0382
H  -1.6120  -0.9390  2.0879
H  0.0920  -1.2011  2.3823
H  -1.8769  -0.0924  4.2616
H  -0.1081  -0.0105  5.8706
H  1.0253  -0.4863  4.5949
H  -0.5531  2.1154  4.8458
H  1.2237  1.9214  4.8657
O  1.8694  1.2542  1.2496
H  1.5888  1.8770  2.2290
H  2.5562  0.6584  1.5653

Atoms 1-3, force components in eV/Å:
2.5804 -1.1847 0.8465
-3.6210 3.3783 1.4642
1.2905 -1.2157 -0.8364

E_HOMO	-9.50	eV
SMILES	O=C1CNCCO1.O
orbital gap	10.2	eV

=====

Copy entry 2 word for word.
ORCA calculation (the ωB97M-V functional and the def2-TZVPD basis) on the ion CH8NSi with charge +1 at a distorted geometry.

Positions of all 11 atoms, in Å:
C  -0.2387  0.6969  0.1025
N  -1.3232  -0.3711  0.0443
Si  1.5462  -0.1275  0.0877
H  -0.3612  1.3109  -0.8760
H  -0.5105  1.2764  1.0528
H  -0.8477  -0.8743  -0.7163
H  -1.4702  -0.8243  0.8646
H  -2.2170  0.0218  -0.4836
H  1.1101  -1.1835  -0.7356
H  2.3080  0.8128  -0.6958
H  2.0040  -0.7381  1.3552

Atoms 1-3, force components in eV/Å:
-0.4147 1.9812 1.3610
-0.2695 3.4993 -6.7440
-0.9341 0.7346 0.5969

E_HOMO	-16.31	eV
SMILES	[NH3+]C[SiH3]
net charge	+1
orbital gap	12.3	eV

=====

Please write out number 2 again, unchanged.
ORCA calculation (the ωB97M-V functional and the def2-TZVPD basis) on the ion CH8NSi with charge +1 at a distorted geometry.

Positions of all 11 atoms, in Å:
C  -0.2387  0.6969  0.1025
N  -1.3232  -0.3711  0.0443
Si  1.5462  -0.1275  0.0877
H  -0.3612  1.3109  -0.8760
H  -0.5105  1.2764  1.0528
H  -0.8477  -0.8743  -0.7163
H  -1.4702  -0.8243  0.8646
H  -2.2170  0.0218  -0.4836
H  1.1101  -1.1835  -0.7356
H  2.3080  0.8128  -0.6958
H  2.0040  -0.7381  1.3552

Atoms 1-3, force components in eV/Å:
-0.4147 1.9812 1.3610
-0.2695 3.4993 -6.7440
-0.9341 0.7346 0.5969

E_HOMO	-16.31	eV
SMILES	[NH3+]C[SiH3]
net charge	+1
orbital gap	12.3	eV

=====

What did the seventh record say?
ORCA calculation (the ωB97M-V functional and the def2-TZVPD basis) on the molecule C16H24N2O4S at a distorted geometry.

Positions of all 47 atoms, in Å:
C  0.7988  1.0640  -3.1899
H  1.7528  0.5645  -3.2867
H  0.8399  2.0528  -3.6286
H  -0.0016  0.4825  -3.6268
S  0.4348  1.2506  -1.4305
O  1.5947  1.7952  -0.7849
O  -0.7957  1.9913  -1.3200
N  0.1763  -0.3080  -0.9456
C  1.2797  -1.0126  -0.3244
H  2.0336  -0.2704  -0.0528
C  1.8919  -2.0544  -1.2741
C  0.8515  -3.0361  -1.7324
C  0.3861  -4.0194  -0.8667
C  -0.6096  -4.8932  -1.2638
C  -1.1535  -4.7965  -2.5340
C  -0.6932  -3.8243  -3.4048
C  0.3024  -2.9495  -3.0046
H  0.6603  -2.1939  -3.6900
H  -1.1101  -3.7467  -4.3985
H  -1.9313  -5.4781  -2.8445
H  -0.9636  -5.6503  -0.5803
H  0.8037  -4.0960  0.1264
H  2.6873  -2.5722  -0.7346
H  2.3329  -1.5486  -2.1345
H  0.9250  -1.5040  0.5847
C  -1.1684  -0.6872  -0.5597
H  -1.8614  -0.1029  -1.1640
C  -1.3757  -0.4048  0.9357
O  -1.3205  -1.2829  1.7729
N  -1.5778  0.8970  1.2009
H  -1.4969  1.5536  0.4326
C  -1.5241  1.4340  2.5392
H  -1.6882  0.6113  3.2383
H  -2.3156  2.1778  2.6659
C  -0.1564  2.0796  2.8283
H  0.6162  1.3049  2.7300
C  0.1397  3.2787  1.9095
H  0.8101  3.0148  1.0952
H  -0.7899  3.6612  1.4839
C  0.7360  4.3064  2.8705
H  0.5732  5.3335  2.5534
C  -0.0034  3.9636  4.1614
H  0.5277  4.2569  5.0683
O  -0.1129  2.5540  4.1674
H  -1.0033  4.4232  4.1690
H  1.8049  4.1345  2.9967
H  -1.3066  -1.7534  -0.7536

Atoms 1-3, force components in eV/Å:
-0.2234 0.2092 0.8494
0.1666 -0.1360 0.0040
0.0200 0.1940 -0.0116

E_HOMO	-9.10	eV
SMILES	CS(=O)(=O)N(CCc1ccccc1)CC(=O)NC[C@H]1CCCO1
orbital gap	9.5	eV

=====

Copy entry 2 word for word.
ORCA calculation (the ωB97M-V functional and the def2-TZVPD basis) on the ion CH8NSi with charge +1 at a distorted geometry.

Positions of all 11 atoms, in Å:
C  -0.2387  0.6969  0.1025
N  -1.3232  -0.3711  0.0443
Si  1.5462  -0.1275  0.0877
H  -0.3612  1.3109  -0.8760
H  -0.5105  1.2764  1.0528
H  -0.8477  -0.8743  -0.7163
H  -1.4702  -0.8243  0.8646
H  -2.2170  0.0218  -0.4836
H  1.1101  -1.1835  -0.7356
H  2.3080  0.8128  -0.6958
H  2.0040  -0.7381  1.3552

Atoms 1-3, force components in eV/Å:
-0.4147 1.9812 1.3610
-0.2695 3.4993 -6.7440
-0.9341 0.7346 0.5969

E_HOMO	-16.31	eV
SMILES	[NH3+]C[SiH3]
net charge	+1
orbital gap	12.3	eV